Density functional theory data (ωB97M-V/def2-TZVPD) for a molecular structure, C31H71N8O29.

Properties
HOMO-LUMO gap	1.32	eV
relative energy (zero: lowest compared OMol25 entry of this formula, charge and spin)	222.3	kcal/mol
net charge	+1

Structure (XYZ):
```
139
C31H71N8O29 | OMol25 | ωB97M-V/def2-TZVPD
C 2.1308 -8.6338 -7.7361
C 1.1056 -7.8446 -8.5222
O -0.1560 -7.8965 -8.4407
N 1.6147 -6.5739 -9.2247
H 2.6035 -6.6632 -9.4103
H 1.2142 -6.6847 -10.1453
C 1.1731 -5.2728 -8.5940
H 2.4797 -9.5626 -8.1874
H 1.6297 -8.8878 -6.8021
H 3.0033 -8.0878 -7.3775
H 0.0943 -5.1192 -8.5658
H 1.4309 -4.4858 -9.3027
H 1.8083 -5.1401 -7.7182
C -6.6196 -9.9170 -10.8308
C -5.3658 -9.2655 -10.1994
O -5.4145 -8.7848 -9.0675
N -4.1241 -9.1865 -11.0868
H -3.7830 -10.1271 -11.2250
H -4.4719 -8.8907 -11.9877
C -3.0216 -8.1930 -10.6318
H -6.3952 -10.6702 -11.5861
H -7.2386 -9.1755 -11.3358
H -7.2660 -10.4202 -10.1116
H -3.3738 -7.1639 -10.7034
H -2.1473 -8.3960 -11.2503
H -2.7982 -8.4050 -9.5862
C -6.3110 -5.3099 -11.1268
C -7.5243 -5.3717 -10.1816
O -8.1111 -6.4048 -9.8886
N -8.1734 -4.0656 -9.8384
H -7.5987 -3.5454 -9.1909
H -8.1562 -3.5803 -10.7240
C -9.6013 -4.2876 -9.3299
H -6.4672 -5.0684 -12.1782
H -5.7755 -6.2411 -10.9417
H -5.7585 -4.4368 -10.7797
H -10.0825 -4.9673 -10.0332
H -10.1072 -3.3312 -9.4623
H -9.6556 -4.6291 -8.2963
C -11.2428 -7.7251 -5.3606
C -10.7465 -9.0437 -6.0064
O -10.7181 -10.1302 -5.3783
N -10.1621 -9.0207 -7.4252
H -10.2697 -9.8840 -7.9384
H -10.6438 -8.2990 -7.9421
C -8.7166 -8.4557 -7.3678
H -11.6353 -7.7372 -4.3438
H -11.9084 -7.1291 -5.9850
H -10.3031 -7.1956 -5.2035
H -8.8653 -7.4137 -7.0848
H -8.2778 -8.3818 -8.3628
H -8.2208 -9.0760 -6.6211
C -0.0656 -12.0855 -11.4200
C 0.2876 -10.6411 -11.5404
O -0.1113 -9.7401 -10.7881
N 1.0056 -10.2171 -12.8385
H 1.5191 -11.0341 -13.1368
H 0.3350 -10.0280 -13.5697
C 1.9809 -9.0596 -12.6654
H -0.4499 -12.4632 -10.4726
H 0.8497 -12.6768 -11.4466
H -0.7683 -12.3793 -12.1998
H 2.8717 -9.4966 -12.2142
H 1.6698 -8.2674 -11.9844
H 2.2431 -8.6287 -13.6316
C -5.1719 -7.2295 -6.0337
C -5.0458 -5.9054 -6.6954
O -4.6894 -5.6394 -7.8604
N -5.5976 -4.6404 -5.9529
H -5.7248 -3.9318 -6.6613
H -6.4930 -4.8525 -5.5364
C -4.6061 -4.1133 -4.9153
H -4.7243 -7.9981 -6.6638
H -6.2308 -7.4490 -5.8967
H -4.7739 -7.3378 -5.0248
H -4.2393 -4.7997 -4.1521
H -5.1954 -3.2756 -4.5423
H -3.7892 -3.6935 -5.5025
C -3.3789 -15.6014 -8.0006
C -4.3984 -15.0103 -8.9500
O -5.2222 -15.7333 -9.4608
N -4.5821 -13.5208 -9.2506
H -3.8563 -12.9494 -8.8421
H -4.5876 -13.2953 -10.2351
C -5.8067 -12.9389 -8.6190
H -2.4324 -15.6165 -8.5410
H -3.6458 -16.5705 -7.5790
H -3.0614 -14.9476 -7.1882
H -5.5961 -13.1840 -7.5780
H -6.6600 -13.5071 -8.9893
H -5.9219 -11.8771 -8.8368
C -12.4341 -9.0508 -13.3585
C -11.1726 -8.5206 -14.0353
O -10.9812 -8.5125 -15.2488
N -10.0177 -7.9123 -13.1787
H -9.9612 -8.3272 -12.2595
H -9.0895 -8.1948 -13.4596
C -10.0755 -6.3472 -13.0448
H -12.8887 -9.9115 -13.8492
H -13.2033 -8.2799 -13.3103
H -12.1141 -9.2814 -12.3424
H -11.0336 -6.1264 -12.5743
H -9.8346 -5.8959 -14.0073
H -9.3890 -5.9919 -12.2763
O -10.0291 -10.8532 -11.8210
C -10.1845 -10.4078 -10.6091
O -10.0260 -11.2180 -9.7127
O -10.4276 -9.2113 -10.3615
H -9.9085 -11.7931 -11.6678
O -7.3535 -13.0268 -13.0323
C -8.1611 -13.6657 -12.2400
O -9.4298 -13.4743 -12.2391
O -7.7140 -14.4950 -11.4812
H -6.4997 -13.3663 -12.7539
O -2.7227 -9.6401 -13.7577
C -2.1579 -9.4924 -14.9339
O -2.8412 -8.8472 -15.8091
O -0.9966 -9.9194 -15.2171
H -3.5364 -9.2372 -14.0696
O -2.2541 -10.4877 -8.6427
C -1.9030 -11.4125 -7.7578
O -2.6684 -12.3140 -7.4225
O -0.6928 -11.4280 -7.4884
H -1.3876 -10.0789 -8.7034
O -0.4122 -6.8879 -13.5632
C -0.6195 -6.2478 -12.4736
O -1.7004 -5.6880 -12.3995
O 0.2995 -6.2399 -11.6254
H -1.2799 -6.4942 -13.6801
O -5.9512 -8.5257 -15.5564
C -6.2088 -8.5272 -14.2362
O -5.2342 -8.3766 -13.5269
O -7.3638 -8.5215 -13.8436
H -5.0021 -8.6603 -15.5044
O -3.0826 -12.4119 -13.7052
C -3.8604 -12.7261 -12.6628
O -4.3856 -13.8744 -12.6006
O -3.8660 -11.9111 -11.7259
H -2.8933 -11.5092 -13.4387
```